DFT (ωB97M-V/def2-TZVPD) results for 12 unconnected molecules or ions with the total composition F6H22O11P in a non-equilibrium geometry.

```
40
F6H22O11P (ωB97M-V/def2-TZVPD)
P 0.02 -0.60 -0.38
F -0.64 0.31 0.88
F 0.08 0.79 -1.20
F 0.73 -1.38 -1.61
F 1.45 -0.25 0.28
F -1.48 -0.94 -0.95
F -0.11 -1.96 0.49
O 2.37 -4.01 5.34
O -1.99 5.57 -0.52
O 2.70 2.43 3.90
O -1.79 -0.04 -6.30
O -2.06 -3.29 5.56
O -5.83 2.26 -1.37
O -2.13 2.85 6.07
O 3.27 4.07 -4.00
O 6.42 3.57 -0.81
O 1.05 -4.43 -5.62
O -2.41 -7.09 -0.65
H -2.09 -2.76 4.76
H -2.68 -7.20 -1.57
H -3.03 3.14 5.92
H -1.83 -0.34 -5.39
H 2.51 1.75 3.25
H 6.02 3.26 0.00
H -1.66 3.11 5.27
H 2.84 1.96 4.72
H -2.23 -0.73 -6.80
H -1.17 6.03 -0.33
H 2.40 3.66 -3.96
H -1.19 -3.67 5.57
H 1.86 -4.93 -5.52
H -1.86 -6.31 -0.66
H -5.19 1.74 -0.88
H 2.35 -4.95 5.51
H 3.14 4.87 -4.51
H 2.46 -3.93 4.40
H 1.04 -3.85 -4.85
H -1.72 4.70 -0.81
H 5.69 3.65 -1.43
H -5.32 2.96 -1.77
```

molar mass = 343.13 g mol⁻¹
E_HOMO = -8.85 eV
E = -1781.672759 Eh
E_LUMO = 2.3 eV
net charge = -1
energy relative to the best compared isomer or geometry (same formula, charge and spin) = 234.9 kJ/mol
frontier orbital gap = 0.40948 Eh

Mulliken atomic charge list, values in e, 4 entries: P 1.193; F -0.402; F -0.358; F -0.358

=====

DFT (ωB97M-V/def2-TZVPD) results for 11 unconnected molecules or ions with the total composition C45H120N8O13 in a non-equilibrium geometry.

```
186
C45H120N8O13 (ωB97M-V/def2-TZVPD)
O 3.78 1.94 -1.60
O -2.74 -2.16 2.60
O 3.33 -5.12 2.84
O 3.94 -2.21 -3.00
O 1.61 -2.81 8.12
O -0.37 5.09 4.33
O 0.73 -1.27 0.44
O -0.40 -3.98 2.77
O -6.76 2.54 -4.84
O 0.32 5.86 -0.92
O -1.29 1.13 -5.50
O -0.91 -3.94 -4.09
O -4.16 3.29 1.47
N -3.79 5.49 3.73
N 4.08 -3.68 6.27
N 0.84 -1.88 -6.62
N 3.65 -2.08 -5.89
N -2.07 0.32 -1.51
N -2.59 0.55 5.02
N 5.85 2.19 1.29
N -0.06 4.49 -4.27
C 0.52 4.91 -2.99
C -3.49 2.28 0.66
C 4.39 2.81 -0.69
C -1.13 -3.78 -2.73
C -0.48 -0.59 0.23
C -0.34 -2.75 -4.68
C -3.12 -0.94 3.15
C -0.39 -5.01 1.77
C 4.40 0.15 -5.92
C 0.19 0.18 -2.14
C 1.83 -2.74 6.69
C -0.15 -6.34 2.45
C -2.60 -1.80 5.46
C -0.10 3.04 3.19
C -0.28 3.70 4.49
C -3.87 3.18 2.85
C -2.30 -0.72 4.43
C -0.81 2.48 -5.54
C 3.81 -0.96 -3.71
C 3.46 -4.05 3.82
C 3.65 1.27 1.11
C -0.49 5.66 -2.06
C 0.24 -2.68 8.56
C 3.54 -4.57 5.31
C 4.44 -1.13 -5.11
C 0.72 -4.35 -6.46
C -0.37 5.98 0.39
C 3.28 -2.51 6.33
C 0.01 -3.02 -6.19
C -0.73 3.15 -4.21
C -0.87 -0.48 -1.27
C 0.91 3.53 5.48
C -4.95 1.45 -3.63
C -3.68 -2.63 1.67
C -5.42 2.15 -4.97
C -5.40 1.21 -6.12
C -1.65 0.46 -6.75
C 4.10 -4.83 1.65
C 0.56 -4.72 0.60
C 3.73 2.51 -2.86
C -6.05 4.49 3.89
C -4.54 4.24 3.85
C 1.19 -1.11 1.78
C 3.25 -2.27 -1.72
C 4.87 1.71 0.30
H 1.02 -4.53 -7.49
H 4.29 -5.37 5.33
H 3.82 3.54 -0.12
H -1.29 -0.82 0.92
H 0.74 3.87 6.50
H -3.04 -0.12 2.43
H 3.85 -3.87 1.22
H -0.96 6.90 0.32
H -4.11 1.41 0.43
H -2.04 -1.60 6.37
H -4.64 -2.76 2.17
H 2.54 -4.94 5.52
H -3.88 -1.98 0.82
H 1.73 -1.91 -6.15
H -5.66 0.67 -3.38
H 3.14 3.42 -2.74
H -1.83 -2.95 -2.71
H -2.79 5.38 3.67
H -2.36 0.52 6.01
H -7.13 1.97 -4.17
H -0.28 5.57 5.15
H -0.12 2.56 -3.52
H -1.11 3.27 5.05
H 3.48 -2.92 -5.36
H -4.40 0.85 -6.37
H 5.17 -4.78 1.86
H -0.85 3.39 2.48
H 0.24 2.43 -5.84
H 3.85 -5.65 0.99
H -1.57 -4.64 -2.22
H 0.50 -5.37 -0.27
H -0.23 -3.66 -2.13
H 1.38 -3.55 6.13
H 2.99 0.61 0.55
H 3.03 2.08 1.50
H -4.00 0.93 -3.74
H 3.44 0.66 -5.88
H 1.32 5.60 -3.26
H 1.62 -4.81 0.86
H 1.32 -0.05 1.97
H 3.59 -1.41 -1.15
H -4.18 2.16 3.06
H 5.34 3.15 -1.10
H 3.24 1.95 -3.65
H -0.68 5.14 -4.72
H -0.25 0.44 0.48
H 2.75 -0.71 -3.80
H 1.04 2.45 5.52
H -0.90 -3.20 2.54
H 0.51 -1.47 2.55
H -0.37 -3.46 8.11
H -0.80 6.64 -2.41
H -1.22 -0.78 4.26
H 1.03 -1.94 -7.61
H 5.47 -1.41 -4.89
H 0.25 1.19 -1.73
H 4.53 0.04 -7.00
H -5.78 1.72 -7.01
H -6.28 5.20 4.68
H -0.21 1.95 3.19
H -0.73 0.17 -7.25
H 0.85 3.99 -2.50
H -6.43 4.81 2.92
H -0.27 -7.12 1.69
H -1.34 3.08 -6.29
H -1.39 5.06 -1.92
H 4.23 -2.46 -6.62
H 1.69 -4.37 -5.96
H -2.58 1.97 1.15
H -3.66 -1.66 5.70
H -3.35 2.78 -0.30
H 3.32 -2.01 5.36
H 5.71 1.62 2.11
H -5.06 2.15 -2.80
H -3.44 -3.64 1.35
H 0.91 3.23 2.84
H 0.51 -3.69 0.25
H 3.66 -1.76 7.03
H 5.15 0.88 -5.61
H 0.40 6.19 1.12
H 0.11 -5.17 -6.08
H 0.84 -6.30 2.92
H 4.19 -0.02 -3.30
H -2.13 1.28 4.51
H 0.50 -2.46 -4.05
H -4.87 3.05 -5.23
H 2.17 -2.21 -1.83
H 3.54 -3.23 -1.31
H -0.14 0.19 -3.18
H -1.82 1.28 -1.32
H 5.28 0.79 -0.10
H -2.28 -2.77 5.07
H 0.04 -1.65 8.25
H -0.99 -1.87 -4.68
H -0.91 5.13 0.83
H 5.87 3.15 1.61
H -4.18 -1.01 3.39
H 1.30 -1.89 6.28
H -2.30 0.16 -2.48
H -2.13 -0.49 -6.50
H 1.80 3.85 4.94
H -0.96 -3.11 -6.67
H 4.33 -3.42 3.62
H -2.17 1.24 -7.30
H -6.72 3.66 4.08
H -4.02 5.83 2.81
H 2.11 -1.69 1.82
H 4.75 2.78 -3.15
H -1.74 3.23 -3.81
H 3.92 -4.12 7.17
H 1.22 -0.17 -2.10
H -6.08 0.36 -6.15
H -0.85 -6.44 3.28
H 3.87 0.81 2.07
H 2.58 -3.40 3.73
H -2.81 3.28 3.07
H -4.36 3.99 4.90
H -1.42 -5.03 1.42
H -0.98 -1.48 -1.68
H 0.16 -2.65 9.65
```

molar mass = 981.50 g mol⁻¹
SMILES = COC[C@H](C)N.COC[C@H](C)N.COC[C@H](C)N.COC[C@H](C)N.COC[C@H](C)N.COC[C@H](C)N.COCCNCCOC.COCCNCCOC.CC(C)O.CC(C)O.CC(C)O
E_HOMO = -8.79 eV
E = -3202.284428 Eh
E_LUMO = 0.3 eV
net charge = 0
energy relative to the best compared isomer or geometry (same formula, charge and spin) = 23.6 kJ/mol
frontier orbital gap = 0.33372 Eh

Mulliken atomic charge list, values in e, 4 entries: O 0.082; O -0.067; O -0.364; O -0.561

=====

DFT (ωB97M-V/def2-TZVPD) results for a molecular structure, C14H15BBrF2NOPt.

```
36
C14H15BBrF2NOPt (ωB97M-V/def2-TZVPD)
Pt -1.25 0.49 0.66
Br -0.41 -0.04 3.20
F -3.34 2.34 1.72
F -4.13 1.08 0.01
O 0.24 1.96 0.27
N 0.14 2.71 -1.89
C 0.50 -3.53 1.07
C 1.57 3.82 -0.24
C 0.86 -4.38 2.12
C -1.09 2.00 -2.22
C 0.75 3.47 -2.99
C -0.28 -1.35 0.28
C 0.38 -2.68 3.75
C 0.20 -3.11 -1.31
C -0.17 -1.81 -1.04
C 0.07 -2.20 1.35
C 0.56 -3.96 -0.26
C 0.79 -3.96 3.45
C 0.60 2.76 -0.65
C 0.04 -1.81 2.71
B -3.16 1.42 0.81
H 0.90 -4.97 -0.47
H -1.06 1.64 -3.24
H 1.01 4.52 0.39
H 1.07 -4.63 4.25
H -1.25 1.15 -1.55
H 0.46 3.01 -3.93
H 0.23 -3.46 -2.33
H 1.19 -5.39 1.89
H -0.38 -1.14 -1.87
H 0.41 4.51 -3.01
H 1.83 3.45 -2.92
H 2.35 3.39 0.38
H 0.33 -2.34 4.77
H -1.96 2.66 -2.11
H 2.00 4.38 -1.06
```

molar mass = 537.07 g mol⁻¹
E_HOMO (spin up / spin down) = -15.28 / -16.44 eV
E = -3589.764878 Eh
<S²> = 6.0347
E_LUMO (spin up / spin down) = -7.4 / -10.4 eV
2S+1 = 5
net charge = +2
energy relative to the best compared isomer or geometry (same formula, charge and spin) = 33.4 kJ/mol
frontier orbital gap (spin up / spin down) = 0.28947 / 0.22160 Eh

Mulliken atomic charge list, values in e, 4 entries: Pt 1.702; Br -0.051; F -0.134; F -0.140